Entry 1:
Here is a single C5H9N molecule from OMol25. Energies are from wB97M-V/def2-TZVPD.

Computed properties:
Total energy   -6817.4899 eV
Highest occupied orbital energy   -0.2462 hartree
HOMO-LUMO gap   7.8 eV
ΔE to the lowest compared entry with this formula, charge and spin   338.2 kJ/mol

Positions of all 15 atoms, in Å:
C: -0.1162 -1.4882 0.9163
C: 0.2981 -1.5632 -0.5195
C: 0.6202 -0.3354 0.2813
N: -0.0610 0.9218 -0.0769
C: -0.0273 1.9469 0.7702
C: -0.6232 0.9553 -1.2927
H: -1.1712 -1.3652 1.1369
H: 0.4258 -2.0944 1.6373
H: 1.0990 -2.2158 -0.8518
H: -0.5073 -1.4603 -1.2361
H: 1.6333 -0.1575 0.6273
H: 0.1224 1.7756 1.8245
H: -0.2790 2.9224 0.3731
H: -0.1236 0.3881 -2.0598
H: -1.2901 1.7699 -1.5302

What are the Mulliken partial charges on each atom? They are as follows, in elementary charge units: -0.463 -0.802 -0.177 0.128 -0.517 -0.844 0.252 0.245 0.231 0.373 0.428 0.269 0.251 0.334 0.293

Entry 2:
Here is a gas-phase ion, C2H5N2Si (charge +1) from OMol25. Energies are from wB97M-V/def2-TZVPD.

Computed properties:
Total energy   -13003.8953 eV
Highest occupied orbital energy   -0.5695 hartree
HOMO-LUMO gap   9.1 eV
ΔE to the lowest compared entry with this formula, charge and spin   97.5 kJ/mol
Total charge   +1

Positions of all 10 atoms, in Å:
C: 0.9988 0.8005 0.5303
N: -0.0397 0.8124 1.2761
C: -0.9195 -0.0787 0.8815
N: -0.8254 -0.6980 -0.2875
Si: 0.7028 -0.1710 -1.0899
H: 1.5785 1.7943 0.6735
H: -1.7389 -0.2362 1.4465
H: -1.4060 -1.4306 -0.4097
H: 0.1727 0.5661 -2.1150
H: 1.4768 -1.3587 -0.9057

What are the Mulliken partial charges on each atom? They are as follows, in elementary charge units: -0.030 -0.372 0.050 -0.137 0.367 0.349 0.493 0.256 0.005 0.018

Entry 3:
Here is 2 unconnected molecules or ions with the total composition C4H10Cl2OP from OMol25. Energies are from wB97M-V/def2-TZVPD.

Computed properties:
Total energy   -40684.0421 eV
Highest occupied orbital energy   -0.5157 hartree
HOMO-LUMO gap   8.7 eV
ΔE to the lowest compared entry with this formula, charge and spin   0.0 kJ/mol
Total charge   +1

Positions of all 18 atoms, in Å:
C: 1.8348 -1.4574 -0.5232
C: 0.2475 0.3884 -0.1218
C: 2.0361 0.0785 1.5037
C: 1.3062 -0.3266 0.2953
O: -2.5235 -0.5475 -0.7029
P: -1.6040 -0.7123 0.5136
Cl: -5.7420 0.3455 -0.1896
Cl: -1.2063 -2.6748 0.1862
H: 1.1466 -1.7433 -1.2799
H: 2.2818 -2.3382 -0.0191
H: 2.6100 -0.9324 -1.1135
H: -5.7032 -0.9232 -0.3634
H: -0.1693 0.2012 -1.1170
H: -0.1138 1.2899 0.3539
H: 2.0999 1.1406 1.7294
H: 1.9423 -0.4274 2.4453
H: 3.0066 -0.2171 1.1762
H: -2.8947 0.4047 -0.9601

What are the Mulliken partial charges on each atom? They are as follows, in elementary charge units: -1.408 -1.181 -1.247 1.050 -0.374 0.618 -0.258 -0.112 0.474 0.347 0.409 0.265 0.464 0.453 0.378 0.334 0.381 0.407

Entry 4:
Here is 2 unconnected molecules or ions with the total composition C4H13N3O from OMol25. Energies are from wB97M-V/def2-TZVPD.

Computed properties:
Total energy   -10855.3685 eV
Highest occupied orbital energy   -0.6960 hartree
HOMO-LUMO gap   10.5 eV
ΔE to the lowest compared entry with this formula, charge and spin   409.1 kJ/mol
Total charge   +2

Positions of all 21 atoms, in Å:
C: -0.1184 -1.1941 -0.3595
C: 1.3412 1.3019 0.2316
C: -0.7384 1.7463 -0.8553
C: -0.0886 0.8844 0.1588
N: -1.1852 -1.9284 -0.4073
N: 1.0702 -1.6990 -0.3885
N: -0.8992 0.7486 1.4367
O: 1.2112 -3.0371 -0.8103
H: 1.3641 2.4034 0.5891
H: 1.8385 1.1464 -0.7220
H: 2.0109 0.7391 0.9077
H: -1.4009 1.2142 -1.4381
H: -0.1101 2.0466 -1.6735
H: -1.3903 2.5636 -0.4704
H: -2.0867 -1.7759 -0.3285
H: -1.0498 -2.8400 -0.6786
H: 1.8692 -1.1344 -0.5176
H: -1.9585 0.7154 1.4669
H: -0.7544 1.6598 1.9625
H: -0.6717 0.0558 2.1006
H: 1.7467 -3.6167 -0.2043

What are the Mulliken partial charges on each atom? They are as follows, in elementary charge units: 0.356 -1.753 -1.319 0.759 -0.233 0.072 -0.287 -0.439 0.383 0.497 0.505 0.458 0.424 0.376 0.123 0.236 0.241 0.398 0.446 0.365 0.390

Entry 5:
Here is a single C18H24ClF7O6 molecule from OMol25. Energies are from wB97M-V/def2-TZVPD.

Computed properties:
Total energy   -62887.0029 eV
Highest occupied orbital energy   -0.3831 hartree
HOMO-LUMO gap   10.5 eV

Positions of all 56 atoms, in Å:
C: 1.9033 -3.0167 2.4675
C: 0.9656 -2.4577 1.4004
O: -0.3889 -2.5910 1.8263
C: 1.3306 -0.9945 1.1085
C: 0.8071 -0.4059 -0.2304
C: 1.9792 -0.3875 -1.2254
C: 2.6497 -1.7411 -1.4783
O: 1.8708 -2.6380 -2.2254
C: 3.9762 -1.5065 -2.2050
F: 3.7842 -0.9179 -3.3965
F: 4.6222 -2.6480 -2.4212
F: 4.7933 -0.7122 -1.4936
O: -0.1844 -1.3329 -0.7294
C: -1.2053 -0.6815 -1.3685
Cl: -0.8876 -0.3577 -3.1409
C: -1.4324 0.5870 -0.5392
C: -2.3920 0.1656 0.5888
C: -3.8623 0.2670 0.1433
C: -4.6761 -0.9353 0.5410
F: -5.9312 -0.8524 0.0936
F: -4.7337 -1.0804 1.8753
F: -4.1597 -2.0808 0.0511
C: 0.0266 0.9928 -0.1283
C: 0.0846 1.6477 1.2684
C: -0.3895 3.1047 1.3724
C: -1.8462 3.3528 1.0456
O: -2.7589 2.8802 1.6513
O: -2.0528 4.2658 0.0322
C: 0.4865 2.0197 -1.2087
C: 1.8921 2.5722 -1.1999
O: 2.5619 2.7751 -2.1397
F: 2.3773 2.8606 0.0440
H: 1.5220 -3.9704 2.8346
H: 2.0228 -2.3137 3.2995
H: 2.8991 -3.1930 2.0448
H: 1.0725 -3.0623 0.4945
H: -0.6648 -1.7705 2.2489
H: 2.4239 -0.9192 1.1010
H: 1.0120 -0.4250 1.9820
H: 2.7502 0.2884 -0.8382
H: 1.6796 0.0055 -2.2009
H: 2.9275 -2.2539 -0.5524
H: 1.4641 -2.1649 -2.9643
H: -2.0637 -1.3526 -1.3804
H: -1.9001 1.3731 -1.1416
H: -2.1668 -0.8711 0.8640
H: -2.2656 0.7673 1.4866
H: -3.9519 0.3814 -0.9418
H: -4.3275 1.1411 0.6093
H: -0.4597 1.0552 2.0052
H: 1.1238 1.6524 1.6036
H: -0.2773 3.3982 2.4230
H: 0.2299 3.7847 0.7916
H: -2.4580 3.8481 -0.7393
H: -0.2057 2.8698 -1.2073
H: 0.4037 1.5782 -2.2017

What are the Mulliken partial charges on each atom? They are as follows, in elementary charge units: -1.644 0.506 -0.592 -2.619 2.064 -2.237 -0.191 -0.625 0.631 -0.273 -0.280 -0.273 -0.454 0.472 -0.220 -1.265 -1.180 -1.299 0.819 -0.300 -0.283 -0.258 2.357 -2.203 -0.715 0.317 -0.524 -0.509 -1.228 -0.016 -0.498 -0.287 0.409 0.328 0.332 0.527 0.350 0.340 0.815 0.727 0.655 0.181 0.466 0.608 0.784 0.511 0.799 0.418 0.379 0.965 0.684 0.568 0.425 0.345 0.819 0.375

Entry 6:
Here is 2 unconnected molecules or ions with the total composition C4H6N2O from OMol25. Energies are from wB97M-V/def2-TZVPD.

Computed properties:
Total energy   -9270.7731 eV
Highest occupied orbital energy   -0.3520 hartree
HOMO-LUMO gap   10.5 eV
ΔE to the lowest compared entry with this formula, charge and spin   263.3 kJ/mol

Positions of all 13 atoms, in Å:
H: 1.4627 2.0026 2.4714
N: 1.0571 1.4380 1.7308
C: 0.8228 0.2780 2.1669
O: 0.2792 -0.7047 1.4268
C: -0.2835 -0.3930 0.2081
C: -0.6425 -1.3842 -0.5931
H: 1.0041 -0.1056 3.1726
H: -0.4065 0.6731 0.0325
H: -0.3933 -2.4069 -0.3362
H: -1.1901 -1.2137 -1.5097
C: -0.7511 0.6203 -3.0115
N: -0.5622 -0.0256 -3.9468
H: -0.9298 1.2054 -2.1336

What are the Mulliken partial charges on each atom? They are as follows, in elementary charge units: 0.239 -0.596 0.122 -0.364 -0.025 -0.474 0.371 0.262 0.240 0.192 0.161 -0.368 0.240